Formula: C4H8N2O2
Source: OMol25
Level of theory: wB97M-V/def2-TZVPD

Results
molecular weight	116.12	g mol⁻¹
structure (SMILES)	[H]/N=C(\OC)[C@@H](N)C=O
orbital gap	10.10	eV
multiplicity	1
relative energy (zero: lowest compared OMol25 entry of this formula, charge and spin)	411.4	kJ/mol

Last column: Löwdin charge in e.
Positions of all 16 atoms, in Å:
H -0.13387 2.50907 0.91408  0.09
N 0.40011 1.71649 1.24776  0.24
C 0.25325 0.57793 0.87702  -0.18
O -0.80933 0.07956 -0.40208  -0.25
C -1.46661 0.98574 -1.26558  -0.12
C 1.03777 -0.65912 0.72964  -0.29
N 0.43782 -1.79472 1.40404  0.05
C 0.93041 -0.86757 -0.85677  -0.26
O 1.49657 -0.11230 -1.62376  0.02
H -2.10149 0.41072 -1.95011  0.09
H -2.12090 1.64426 -0.67381  0.08
H -0.72798 1.56633 -1.82122  0.08
H 2.07927 -0.49886 1.00440  0.15
H 0.39567 -1.66329 2.40574  0.08
H -0.50764 -1.94017 1.06763  0.08
H 0.83696 -1.95408 -1.05697  0.14

Cartesian forces (eV/Å) of the 3 atoms listed first:
-0.30 -0.25 -0.01
0.19 0.64 0.75
-1.31 -0.18 -3.82

***

Formula: C4H4N2OS
Source: OMol25
Level of theory: wB97M-V/def2-TZVPD

Results
molecular weight	128.16	g mol⁻¹
orbital gap	8.09	eV
multiplicity	1
relative energy (zero: lowest compared OMol25 entry of this formula, charge and spin)	448.6	kJ/mol

Last column: Löwdin charge in e.
Positions of all 12 atoms, in Å:
C -2.28402 0.03306 0.01224  -0.22
C -1.51875 1.30177 0.06599  -0.01
C -0.20642 0.88516 0.10861  -0.31
C 1.08191 1.62601 -0.00369  -0.12
H 1.78609 -0.60418 1.14335  0.09
H -3.36037 0.04898 0.00003  0.10
H -2.22174 2.18714 0.42964  0.14
H 0.87158 2.75303 -0.14300  0.14
N -0.32099 -0.46317 -0.02621  -0.50
N -1.59449 -0.94376 -0.22112  0.05
O 2.29568 1.13982 -0.16866  -0.09
S 0.97069 -1.67069 0.03448  0.73

Cartesian forces (eV/Å) of the 3 atoms listed first:
-3.30 7.52 -0.31
-3.86 0.55 2.27
0.05 -0.20 -0.41

***

Formula: C26H26BrN8O8P2S2W
Source: OMol25
Level of theory: wB97M-V/def2-TZVPD

Results
molecular weight	968.37	g mol⁻¹
orbital gap (alpha / beta)	5.00 / 6.14	eV
total charge	+1
multiplicity	3
relative energy (zero: lowest compared OMol25 entry of this formula, charge and spin)	214.3	kJ/mol

Last column: Löwdin charge in e.
Positions of all 74 atoms, in Å:
W 0.68604 -1.05200 0.29504  1.61
C 3.06169 0.13823 -3.32465  0.00
C 2.66548 -0.37151 -1.97642  -0.26
N 1.64833 0.14487 -1.24894  -0.10
N 1.19411 1.37839 -1.69389  -0.01
C 0.53502 2.22341 -0.90290  -0.75
N 0.26485 3.45136 -1.36404  0.08
S 0.04740 1.70341 0.62387  0.87
C 3.24339 -1.51681 -1.39970  -0.24
C 4.37366 -2.17227 -1.92851  0.01
C 4.92072 -3.24010 -1.27930  -0.03
C 4.34210 -3.64743 -0.06954  -0.02
C 3.23401 -2.98945 0.38767  -0.10
N 2.63645 -1.95656 -0.24537  -0.04
H 2.42751 -0.32425 -4.08722  0.10
H 4.09028 -0.12947 -3.54059  0.08
H 3.00328 1.22101 -3.43648  0.08
H 1.53276 1.68017 -2.59239  0.13
H 0.62400 3.79913 -2.23716  0.09
H -0.24861 4.08699 -0.77912  0.00
H 4.79542 -1.82018 -2.85636  0.11
H 5.78428 -3.75276 -1.67893  0.12
H 4.74345 -4.47669 0.49277  0.12
H 2.78024 -3.29594 1.31372  0.10
C 1.76402 -1.26496 5.58255  -0.04
C 1.93882 -1.44518 4.08729  -0.58
O 3.24575 -1.86840 3.70888  -0.05
P 1.78785 0.09370 3.11791  0.50
O 2.67126 1.21236 3.79683  -0.06
O 0.32641 0.65243 3.23994  -0.15
O 2.12289 -0.05791 1.65758  -0.40
P 0.64348 -2.51777 3.30262  0.38
O 1.15120 -3.97416 3.74190  -0.10
O -0.71676 -2.20182 3.74946  -0.25
O 1.03591 -2.38449 1.81956  -0.54
H 2.44756 -0.50968 5.96856  0.09
H 1.96677 -2.21051 6.08605  0.10
H 0.73456 -0.98641 5.81074  0.09
H 3.34146 -2.80761 3.91422  0.10
H 3.62601 1.11689 3.65669  0.12
H 0.00598 0.93839 4.10583  0.13
H 0.43047 -4.52193 4.08477  0.10
Br -1.30655 5.93213 -2.00743  0.83
C -2.74056 4.70577 -1.78411  -0.65
C -3.67406 4.53560 -2.79450  -0.10
C -4.66096 3.57753 -2.65137  -0.01
C -4.69531 2.76171 -1.51778  -0.29
C -3.77704 2.99505 -0.48172  -0.01
C -2.80954 3.96768 -0.61176  -0.13
N -5.71048 1.80977 -1.41481  0.09
N -5.61447 0.82940 -0.65884  0.09
C -4.44159 0.26477 -0.23760  -0.24
C -4.40539 -0.28584 1.04383  0.02
C -3.21535 -0.70273 1.62424  0.05
C -2.05714 -0.65970 0.87313  -0.32
O -0.83883 -0.98715 1.30342  -0.36
C -2.09926 -0.32231 -0.48400  -0.18
N -0.91832 -0.52828 -1.16302  -0.05
C -0.95884 -0.31627 -2.47916  -0.11
C -2.08830 0.12864 -3.14532  0.00
C -3.24998 0.40393 -2.45279  0.04
C -3.28161 0.16138 -1.07799  -0.09
H -3.62655 5.13999 -3.68926  0.11
H -5.39649 3.42337 -3.42971  0.12
H -3.83842 2.42267 0.43365  0.12
H -2.11073 4.14800 0.19436  0.10
H -5.32782 -0.29555 1.60799  0.13
H -3.16126 -1.05546 2.64551  0.13
H -0.05947 -0.56134 -3.02494  0.09
H -2.05226 0.24961 -4.21805  0.12
H -4.12303 0.75978 -2.98107  0.12
S -0.23129 -3.35729 -0.50419  0.75
C 0.52609 -2.90321 -1.91363  -0.84
N 1.03531 -2.58618 -2.90601  0.11

Cartesian forces (eV/Å) of the 3 atoms listed first:
2.54 -0.59 -2.31
0.10 0.04 0.11
-0.97 0.66 0.30

***

Formula: C6H10N2OS
Source: OMol25
Level of theory: wB97M-V/def2-TZVPD

Results
molecular weight	158.23	g mol⁻¹
orbital gap	9.24	eV
multiplicity	1
relative energy (zero: lowest compared OMol25 entry of this formula, charge and spin)	343.1	kJ/mol

Last column: Löwdin charge in e.
Positions of all 20 atoms, in Å:
C 0.17221 -1.90071 0.47626  -0.22
C -0.03590 1.05117 0.83632  -0.18
C 0.92017 0.35312 -0.14091  -0.16
C -1.29251 1.63642 0.17337  -0.33
C 0.39748 -0.98656 -0.58135  -0.34
C 0.12780 -1.32918 -1.83766  0.10
N 0.00731 -2.61194 1.35985  0.18
N -2.22185 0.62401 -0.20276  -0.30
O -4.38453 -0.46481 -0.35110  -0.50
S -3.68802 0.65182 0.23521  0.93
H -0.33898 0.34074 1.60904  0.11
H 0.49460 1.86968 1.32603  0.11
H 1.09835 0.98111 -1.01491  0.12
H 1.87639 0.19663 0.36973  0.11
H -1.74141 2.38179 0.84706  0.10
H -1.00186 2.15687 -0.74707  0.12
H -0.26031 -2.30053 -2.09186  0.08
H 0.28280 -0.63840 -2.64877  0.07
H 4.72482 -1.33541 1.38513  0.01
H 4.86343 -0.67581 0.99840  0.00

Cartesian forces (eV/Å) of the 3 atoms listed first:
-0.13 -0.51 0.25
-0.08 0.10 -0.23
-0.11 0.05 0.23

***

Formula: C5H7IN2O2
Source: OMol25
Level of theory: wB97M-V/def2-TZVPD

Results
molecular weight	254.03	g mol⁻¹
orbital gap (alpha / beta)	4.89 / 8.05	eV
multiplicity	3

Last column: Löwdin charge in e.
Positions of all 17 atoms, in Å:
C -1.85486 -0.07722 0.50595  -0.10
C -1.43781 -1.00145 -0.38284  -0.12
C -0.85136 0.89666 0.53186  -0.09
C 1.41387 1.06343 -0.51945  0.02
C 2.50008 -0.82678 0.37300  -1.05
N -0.20029 -0.64260 -0.89332  0.00
N 0.15841 0.51054 -0.34217  -0.20
O 1.90678 -1.69437 -0.22570  -0.08
O 2.42634 -0.62552 1.70653  -0.03
I 4.41978 -0.18522 -0.31170  0.86
H -2.80983 -0.04784 1.08231  0.12
H -1.92105 -1.92856 -0.58878  0.10
H -0.79075 1.63051 1.29943  0.09
H 2.04972 0.97862 -1.47253  0.08
H 1.63346 1.84761 0.12070  0.06
H 0.64397 -1.36698 -1.17878  0.19
H 1.52917 -0.89948 2.01946  0.14

Cartesian forces (eV/Å) of the 3 atoms listed first:
-0.51 1.53 0.84
0.23 -1.11 -0.43
-1.65 0.21 1.55

***

Formula: C3H9NO3S
Source: OMol25
Level of theory: wB97M-V/def2-TZVPD

Results
molecular weight	139.18	g mol⁻¹
structure (SMILES)	CC(C)(N)S(=O)(=O)O
orbital gap	9.85	eV
multiplicity	1
relative energy (zero: lowest compared OMol25 entry of this formula, charge and spin)	210.1	kJ/mol

Last column: Löwdin charge in e.
Positions of all 17 atoms, in Å:
C -0.83532 -0.69757 1.15932  -0.06
C -0.53366 0.03948 -0.16934  -0.62
C -0.88710 1.52725 -0.06478  -0.05
N -0.78643 -0.67842 -1.35437  0.05
S 1.40422 0.15686 -0.09564  0.63
O 1.96052 0.81897 -1.20650  -0.29
O 1.90072 0.74508 1.16416  -0.33
O 1.76297 -1.43419 -0.08843  -0.24
H -0.34328 -1.63777 1.39823  0.08
H -1.91933 -0.98112 1.23049  0.11
H -0.44663 -0.07179 1.87445  0.04
H -0.49480 2.00617 -1.08941  0.14
H -0.61385 1.87779 0.90236  0.08
H -1.92993 1.66493 -0.06757  0.07
H -0.77399 -0.09011 -2.18641  0.09
H -0.24604 -1.61215 -1.42214  0.14
H 2.78191 -1.63342 0.01557  0.16

Cartesian forces (eV/Å) of the 3 atoms listed first:
-1.66 -1.58 -1.78
2.11 -1.18 1.28
0.71 -0.75 -3.58